P | {"formula": "C5H14N", "method": "ωB97M-V with the def2-TZVPD basis set", "homo_ev": -15.32, "smiles": "CC(C)CC[NH3+]", "e_lumo_ev": -3.597, "gap_ev": 11.72, "charge": 1, "elements": ["C", "H", "H", "H", "C", "H", "H", "H", "H", "C", "C", "C", "H", "H", "H", "H", "H", "N", "H", "H"], "positions_angstrom": [[2.195, 0.731, 0.186], [-2.172, -2.050, 0.156], [2.875, 0.468, 1.014], [-2.462, -0.422, 0.318], [0.817, 0.134, 0.326], [0.595, 1.828, 1.584], [-1.042, -1.070, 0.816], [-0.956, 1.271, 1.118], [-0.340, 1.216, -1.163], [0.074, 0.216, -1.024], [-1.107, -0.783, -1.239], [0.016, 0.915, 1.460], [-1.924, -0.431, -1.863], [2.374, 1.802, 0.190], [0.830, -0.911, 0.660], [2.657, 0.279, -0.702], [-0.631, -1.621, -1.744], [-1.764, -1.116, 0.088], [0.814, -0.059, -1.771], [-0.100, 0.312, 2.359]]}

***

Q | {"formula": "C5H14N", "method": "ωB97M-V with the def2-TZVPD basis set", "homo_ev": -14.92, "smiles": "CCCCC[NH3+]", "e_lumo_ev": -3.701, "gap_ev": 11.22, "charge": 1, "elements": ["C", "H", "H", "H", "H", "H", "H", "C", "H", "H", "C", "H", "C", "H", "H", "H", "H", "N", "C", "H"], "positions_angstrom": [[-0.294, -0.399, -0.950], [0.260, -0.017, -1.821], [-2.004, 0.874, -1.329], [-1.935, -1.106, 1.002], [1.365, -1.594, -0.295], [3.077, 1.396, 0.399], [2.032, -0.269, 1.703], [0.657, -0.878, 0.140], [-2.989, 0.328, 1.030], [0.743, 0.885, 1.395], [1.414, 0.167, 0.925], [2.653, 0.296, -0.755], [-1.503, 0.417, -0.474], [-1.124, 1.312, 0.037], [0.071, -1.466, 0.849], [1.728, 1.628, -0.551], [-0.671, -1.309, -1.441], [2.292, 0.944, -0.051], [-2.483, -0.400, 0.393], [-3.288, -0.810, -0.207]]}

***

R | {"formula": "C5H14N", "method": "ωB97M-V with the def2-TZVPD basis set", "homo_ev": -15.03, "e_lumo_ev": -5.789, "gap_ev": 9.24, "charge": 1, "elements": ["H", "H", "H", "H", "C", "H", "H", "C", "N", "H", "H", "H", "H", "H", "H", "C", "H", "C", "C", "H"], "positions_angstrom": [[-1.516, 1.316, -1.019], [-2.035, -1.711, -1.153], [0.585, -1.873, -0.686], [2.326, -1.043, 1.075], [1.539, -0.583, 1.687], [-1.622, -3.051, -0.030], [2.461, 0.895, -0.405], [-0.199, -1.426, -0.103], [-0.722, 1.314, -0.383], [-1.488, 3.412, -2.342], [1.418, -1.066, 2.646], [1.878, 0.430, 1.911], [2.708, 1.256, -1.008], [-0.574, -0.165, 1.572], [-0.925, 3.900, -2.437], [0.253, -0.438, 0.908], [-2.243, -1.568, 0.550], [-0.042, 0.208, -0.379], [-1.565, -1.990, -0.212], [-0.238, 2.181, -0.191]]}

***

It comes down to Q, which is 41.3 kJ/mol more stable than the next structure.

***

P | {"formula": "C5H14N", "method": "ωB97M-V with the def2-TZVPD basis set", "homo_ev": -16.06, "e_lumo_ev": -9.104, "gap_ev": 6.95, "charge": 1, "elements": ["H", "H", "H", "C", "H", "H", "H", "H", "H", "C", "H", "H", "H", "H", "C", "H", "C", "N", "C", "H"], "positions_angstrom": [[0.460, 2.035, 0.826], [-2.071, 0.165, 1.628], [-1.727, 1.711, -0.610], [0.025, 0.492, -0.640], [0.370, -2.486, -0.079], [3.056, -2.167, 0.545], [-1.592, 0.788, -2.124], [-1.974, -1.538, 1.446], [0.690, 0.069, -1.431], [-1.366, -0.631, 1.397], [-1.287, -1.139, -0.713], [-0.634, -0.736, 2.204], [-0.610, 2.222, -1.853], [1.558, 1.958, -0.585], [1.036, 1.384, 0.169], [3.639, -1.995, 0.151], [-1.032, 1.343, -1.371], [0.488, -1.498, 0.229], [-0.645, -0.665, 0.044], [1.617, 0.688, 0.768]]}

***

Q | {"formula": "C5H14N", "method": "ωB97M-V with the def2-TZVPD basis set", "homo_ev": -14.47, "e_lumo_ev": -5.535, "gap_ev": 8.94, "charge": 1, "elements": ["H", "C", "H", "H", "H", "C", "H", "H", "H", "N", "H", "H", "C", "H", "H", "C", "H", "H", "C", "H"], "positions_angstrom": [[-2.876, -2.403, -1.209], [-1.293, -0.440, 0.175], [-1.575, -2.928, -2.329], [-0.104, -1.013, -1.539], [2.502, 0.357, -0.061], [-0.753, 0.992, 0.420], [3.976, 1.244, 0.786], [-0.842, -1.115, 0.894], [2.508, 2.509, 1.985], [2.127, 1.843, 1.272], [0.171, 1.187, -0.204], [-1.435, 1.754, 0.084], [-1.170, -1.044, -1.239], [-0.572, 1.163, 1.493], [1.060, 1.709, 1.175], [-1.749, -2.488, -1.320], [-1.323, -3.125, -0.593], [-2.368, -0.398, 0.446], [2.921, 1.069, 0.646], [-1.744, -0.377, -1.924]]}

***

R | {"formula": "C5H14N", "method": "ωB97M-V with the def2-TZVPD basis set", "homo_ev": -15.13, "e_lumo_ev": -8.112, "gap_ev": 7.01, "charge": 1, "elements": ["H", "C", "H", "H", "H", "H", "H", "C", "N", "C", "H", "H", "H", "H", "H", "H", "C", "C", "H", "H"], "positions_angstrom": [[0.650, 0.217, -1.842], [1.615, 0.266, -1.236], [2.543, -0.182, -1.723], [2.445, -0.960, 2.023], [-3.477, -0.646, 0.269], [-2.813, -0.905, -1.298], [-4.133, 0.316, -1.197], [-0.031, -0.147, 0.571], [-2.370, 1.008, -0.338], [2.349, -0.076, 1.384], [1.575, -1.421, -0.167], [1.801, 1.315, -1.063], [3.296, 0.491, 1.305], [1.611, 0.564, 1.933], [-1.605, 0.914, -0.976], [-0.066, 0.478, 1.482], [-3.266, -0.165, -0.684], [1.488, -0.329, 0.200], [-0.269, -1.226, 0.914], [-1.342, 0.487, 0.442]]}

***

It comes down to Q, which is 464.0 kJ/mol more stable than the next structure.

***

P | {"formula": "C2H7N3O2", "method": "ωB97M-V with the def2-TZVPD basis set", "homo_ev": -9.63, "smiles": "[H]/N=C\\NC(N)=O.O", "e_lumo_ev": -0.038, "gap_ev": 9.59, "charge": 0, "elements": ["H", "N", "H", "O", "H", "H", "H", "C", "H", "N", "C", "H", "N", "O"], "positions_angstrom": [[-2.202, 0.516, 0.528], [-1.502, 2.252, -0.198], [1.647, -1.261, 0.161], [-1.463, -1.733, 0.073], [0.835, -2.763, -0.156], [3.119, 0.598, 0.782], [3.166, 1.664, -0.324], [-0.345, -1.155, -0.032], [-0.656, 2.676, -0.490], [0.858, -1.752, -0.253], [-1.322, 1.052, 0.178], [0.754, 0.518, 0.017], [-0.184, 0.200, 0.111], [2.604, 0.955, 0.051]]}

***

Q | {"formula": "C2H7N3O2", "method": "ωB97M-V with the def2-TZVPD basis set", "homo_ev": -8.92, "smiles": "CN(O)O.N=C=N", "e_lumo_ev": 0.770, "gap_ev": 9.69, "charge": 0, "elements": ["H", "O", "C", "H", "N", "H", "N", "N", "H", "C", "O", "H", "H", "H"], "positions_angstrom": [[3.921, -0.775, 1.329], [-1.760, 0.550, 1.483], [-0.751, -0.692, -0.134], [0.166, -0.564, 0.316], [2.321, 0.816, -0.971], [-2.780, 0.673, -1.403], [-1.520, 0.487, 0.083], [3.271, -0.747, 0.520], [-2.713, 0.492, 1.745], [2.796, 0.139, -0.103], [-2.805, 0.502, -0.461], [1.548, 1.385, -1.038], [-1.093, -1.711, -0.085], [-0.603, -0.555, -1.280]]}

***

It comes down to P, which is 506.6 kJ/mol more stable than the next structure.

***

P | {"formula": "C2H4NOS2", "method": "ωB97M-V with the def2-TZVPD basis set", "homo_ev": [-3.94, -3.29], "e_lumo_ev": [3.599, 2.722], "gap_ev": [7.54, 6.01], "charge": -1, "elements": ["C", "C", "H", "S", "N", "H", "S", "H", "O", "H"], "positions_angstrom": [[0.289, -2.407, 0.515], [-0.677, 2.598, -0.018], [0.648, -0.459, -1.303], [-0.406, 0.746, 0.013], [0.396, 0.455, -1.356], [-0.026, -3.085, 1.249], [-0.570, 3.056, 1.572], [0.118, -1.388, 0.689], [-0.721, 3.148, -1.098], [0.948, -2.664, -0.265]]}

***

Q | {"formula": "C2H4NOS2", "method": "ωB97M-V with the def2-TZVPD basis set", "homo_ev": [-3.99, -3.23], "e_lumo_ev": [3.501, 2.755], "gap_ev": [7.50, 5.99], "charge": -1, "elements": ["H", "H", "S", "C", "H", "O", "H", "N", "C", "S"], "positions_angstrom": [[2.581, 0.405, 0.536], [0.024, 2.243, -0.907], [-0.706, 0.559, 0.192], [-2.237, -0.494, -0.369], [2.668, -1.201, 1.457], [-2.303, -0.708, -1.564], [1.339, -0.931, 0.221], [-0.496, 1.484, -1.080], [2.336, -0.693, 0.538], [-3.206, -0.664, 0.977]]}

***

It comes down to P, which is 12.5 kJ/mol more stable than the next structure.